No. 1
The following is a quantum chemistry calculation of a 2-piece molecular cluster, C4H7N3OS overall, from the OMol25 dataset.

```
! RIJCOSX wB97M-V def2-TZVPD def2/J DEFGRID3
* xyz 0 3
C -2.318 1.629 -0.389
C -1.481 0.609 -0.780
C 0.323 -1.458 1.644
C 0.956 0.340 -0.317
N -1.596 2.541 0.289
N -0.380 2.161 0.346
N -0.265 0.980 -0.298
O 1.991 1.043 0.177
S 1.311 -0.686 -1.711
H -3.367 1.755 -0.555
H -1.630 -0.295 -1.330
H -0.590 -1.787 1.197
H 1.197 -2.067 1.549
H 0.282 -0.743 2.439
H 1.637 1.859 0.581
H 2.603 -0.758 -1.429
*
```

Summary:
Relative energy (zero: lowest compared OMol25 entry of this formula, charge and spin) = 112.3 kJ/mol
Electronic energy = -21609.473 eV
HOMO energy (spin up / spin down) = -6.741 / -10.080 eV

=====

No. 2
The following is a quantum chemistry calculation of C21H27CrF6O26P2 as an isolated structure, from the OMol25 dataset.

```
! RIJCOSX wB97M-V def2-TZVPD def2/J DEFGRID3
* xyz -1 5
Cr 1.559 -0.162 1.871
P -0.080 -0.143 0.229
O 1.431 0.208 -0.146
O -0.132 0.887 1.439
O 0.163 -1.476 0.998
O -1.212 -0.021 -0.747
C -2.626 -1.423 2.632
C -3.077 -0.050 2.204
O -3.849 0.341 3.346
C -4.279 -0.774 3.978
O -5.030 -0.820 4.896
O -3.693 -1.874 3.440
F -3.925 -0.128 1.139
H -1.673 -1.506 3.157
H -2.494 -2.009 1.721
H -2.291 0.680 2.026
C 0.840 -1.495 -2.863
C 1.509 -2.507 -1.983
O 2.764 -2.621 -2.603
C 2.622 -2.356 -3.938
O 3.455 -2.578 -4.754
O 1.427 -1.743 -4.143
F 0.828 -3.704 -1.976
H 1.196 -0.505 -2.566
H -0.242 -1.457 -2.784
H 1.587 -2.139 -0.961
C 2.868 1.968 -2.327
C 1.430 2.533 -2.444
O 1.148 2.214 -3.783
C 2.090 1.467 -4.377
O 2.039 1.002 -5.466
O 3.105 1.236 -3.513
F 1.575 3.875 -2.203
H 3.067 1.410 -1.415
H 3.500 2.860 -2.315
H 0.647 2.061 -1.852
C -1.915 3.293 -0.273
C -2.382 2.774 -1.638
O -1.664 3.612 -2.519
C -1.335 4.752 -1.890
O -0.779 5.716 -2.296
O -1.696 4.650 -0.572
F -3.726 2.995 -1.766
H -1.020 2.812 0.130
H -2.735 3.080 0.414
H -2.184 1.723 -1.825
C -1.510 -4.902 2.086
C -0.073 -4.631 1.678
O 0.210 -5.828 0.999
C -0.450 -6.824 1.631
O -0.139 -7.968 1.675
O -1.478 -6.293 2.339
F 0.655 -4.538 2.851
H -2.059 -4.691 1.162
H -1.796 -4.183 2.847
H 0.120 -3.775 1.038
C -3.137 -2.178 -1.951
C -3.549 -3.440 -1.290
O -4.753 -3.780 -1.938
C -4.589 -3.349 -3.227
O -5.186 -3.663 -4.191
O -3.676 -2.316 -3.256
F -3.746 -3.273 0.051
H -2.071 -2.019 -1.766
H -3.531 -1.296 -1.436
H -2.771 -4.205 -1.373
C 4.099 2.535 4.773
O 4.511 2.919 3.458
P 3.458 2.688 2.284
O 2.931 1.303 2.307
O 4.278 3.023 0.979
C 4.773 4.317 0.651
O 2.344 3.790 2.540
C 1.180 3.713 1.707
H 4.775 2.757 5.595
H 3.923 1.460 4.746
H 3.175 3.042 5.064
H 4.479 5.020 1.435
H 4.476 4.578 -0.360
H 5.864 4.353 0.709
H 0.297 3.619 2.342
H 1.150 2.803 1.099
H 1.004 4.574 1.061
*
```

Summary:
Relative energy (zero: lowest compared OMol25 entry of this formula, charge and spin) = 0.0 kJ/mol
Electronic energy = -138763.758 eV
HOMO energy (spin up / spin down) = -5.756 / -6.912 eV

=====

No. 3
The following is a quantum chemistry calculation of C16H19N2O5S2Se2TcTe2 as an isolated structure, from the OMol25 dataset.

```
! RIJCOSX wB97M-V def2-TZVPD def2/J DEFGRID3
* xyz -1 2
Tc 0.473 0.932 0.953
O 0.474 -0.218 4.381
S -0.168 0.941 3.683
O -0.938 1.800 4.523
O 0.951 1.681 2.913
O -0.963 0.379 2.490
Se 1.866 -0.639 -0.346
Te 2.709 -3.023 0.380
Te 1.652 -1.198 2.437
Se 3.817 -0.511 3.197
C 5.465 3.353 -0.011
C 4.802 2.773 1.059
C 3.456 2.450 0.957
C 2.792 2.704 -0.230
C 3.438 3.288 -1.311
C 4.780 3.614 -1.193
N 1.404 2.299 -0.314
N 0.775 2.776 -1.300
C -0.530 2.287 -1.358
C -1.370 2.796 -2.355
C -2.673 2.357 -2.414
C -3.128 1.427 -1.465
C -2.288 0.928 -0.491
C -0.936 1.319 -0.425
H 6.519 3.592 0.065
H 5.322 2.546 1.981
H 2.943 2.008 1.801
H 2.899 3.469 -2.228
H 5.294 4.065 -2.033
H -0.983 3.532 -3.049
H -3.347 2.742 -3.169
H -4.167 1.114 -1.489
H -2.673 0.243 0.253
C -4.400 -4.028 0.430
C -2.909 -4.158 0.708
S -2.040 -2.591 0.502
O -0.721 -2.766 1.167
C -1.725 -2.662 -1.269
C -0.779 -3.777 -1.689
H -4.887 -5.001 0.507
H -4.593 -3.643 -0.574
H -4.873 -3.348 1.139
H -2.442 -4.918 0.079
H -2.705 -4.408 1.749
H -1.298 -1.680 -1.478
H -2.702 -2.702 -1.760
H 0.014 -3.889 -0.948
H -0.310 -3.525 -2.640
H -1.293 -4.731 -1.814
*
```

Summary:
Relative energy (zero: lowest compared OMol25 entry of this formula, charge and spin) = 41.3 kJ/mol
Electronic energy = -199266.800 eV
HOMO energy (spin up / spin down) = -4.292 / -4.446 eV